{
  "formula": "C22H29F4N8ORh",
  "method": "ωB97M-V/def2-TZVPD",
  "lumo_ha": [-0.214, -0.282],
  "homo_ev": [-13.53, -13.91],
  "homo_lumo_gap_ev": [7.694, 6.243],
  "spin_multiplicity": 5,
  "charge": 2,
  "symbols": ["Rh", "F", "F", "F", "F", "O", "N", "N", "N", "N", "N", "N", "N", "N", "C", "C", "C", "C", "C", "C", "C", "C", "C", "C", "C", "C", "C", "C", "C", "C", "C", "C", "C", "C", "C", "C", "H", "H", "H", "H", "H", "H", "H", "H", "H", "H", "H", "H", "H", "H", "H", "H", "H", "H", "H", "H", "H", "H", "H", "H", "H", "H", "H", "H", "H"],
  "positions_angstrom": [[-0.752, -0.798, 0.186], [1.955, 1.529, 3.476], [-3.406, 2.210, 3.040], [0.799, 3.609, 4.610], [-2.287, 0.073, 1.941], [-0.995, 1.333, -0.593], [-1.990, 3.354, -0.524], [1.825, -2.660, 0.218], [-1.588, -1.809, -4.633], [-1.278, -1.399, -1.907], [1.261, -1.628, -0.717], [2.793, -3.541, -1.731], [0.365, -0.390, 1.966], [1.730, -3.179, -2.474], [-1.505, 0.957, 2.581], [2.225, -0.487, -0.916], [-0.457, -2.123, -4.012], [-1.903, 4.819, -0.437], [-0.926, 2.566, -0.395], [1.968, 0.249, -2.217], [3.002, -3.212, -0.436], [-3.298, 2.783, -0.845], [0.958, -2.293, -1.961], [-2.568, -1.299, -3.889], [0.031, 2.749, 3.956], [1.743, -0.775, 2.181], [-2.092, 2.050, 3.160], [0.629, 1.653, 3.372], [-1.330, 2.968, 3.862], [0.801, -3.802, 0.408], [-2.416, -1.090, -2.527], [-0.115, 0.708, 2.636], [-0.443, -3.473, 1.201], [-0.295, -1.920, -2.648], [2.226, -2.121, 1.610], [0.385, 3.196, -0.006], [3.784, -3.671, 0.146], [0.347, -2.543, -4.605], [-1.903, 5.161, 0.600], [-3.493, -1.045, -4.392], [1.052, 2.414, 0.349], [2.192, -0.357, -3.095], [3.311, -2.058, 1.593], [-0.252, -3.286, 2.256], [-0.987, -2.605, 0.801], [-3.212, -0.677, -1.924], [2.633, 1.112, -2.234], [3.441, -4.158, -2.196], [1.940, -0.892, 3.251], [1.952, -2.927, 2.283], [-4.065, 3.355, -0.328], [-1.015, 5.195, -0.938], [-2.770, 5.242, -0.936], [3.250, -0.866, -0.886], [-1.787, 3.827, 4.338], [0.554, -4.152, -0.589], [-3.339, 1.752, -0.513], [-3.491, 2.824, -1.919], [2.419, 0.012, 1.858], [-1.117, -4.325, 1.116], [2.073, 0.199, -0.094], [0.940, 0.610, -2.268], [1.378, -4.583, 0.898], [0.845, 3.675, -0.874], [0.269, 3.955, 0.766]],
  "atomic_forces_ev_per_a": [[0.86, 0.05, 0.17], [0.08, 0.06, 0.04], [0.00, 0.03, 0.01], [-0.02, -0.01, -0.01], [-0.25, -0.01, -0.06], [-0.17, 0.00, -0.06], [0.01, 0.05, -0.07], [0.00, 0.05, 0.16], [0.03, 0.01, 0.16], [-0.20, 0.31, 0.00], [-0.02, -0.04, 0.07], [-0.03, -0.08, -0.14], [-0.50, 0.43, -0.60], [0.30, -0.21, 0.15], [0.21, -0.17, -0.08], [-0.01, -0.12, -0.08], [-0.10, -0.03, -0.27], [-0.04, -0.13, 0.02], [0.04, 0.05, 0.14], [-0.03, 0.08, -0.03], [-0.12, 0.18, -0.04], [0.06, 0.09, 0.03], [-0.15, 0.20, 0.02], [0.12, -0.09, -0.19], [-0.02, 0.12, 0.08], [-0.11, -0.21, -0.05], [-0.04, 0.17, 0.13], [0.05, -0.14, -0.09], [-0.07, 0.10, 0.05], [-0.05, 0.09, 0.00], [0.07, -0.03, 0.09], [0.04, -0.09, 0.22], [0.18, -0.02, 0.06], [0.13, -0.11, 0.22], [-0.12, -0.02, -0.07], [0.02, 0.03, -0.02], [-0.05, 0.00, -0.03], [-0.06, 0.03, 0.00], [-0.01, -0.04, 0.00], [0.02, -0.01, 0.02], [0.00, -0.01, 0.00], [0.00, 0.03, 0.03], [0.07, -0.01, -0.02], [0.01, -0.01, -0.02], [-0.30, -0.47, 0.04], [0.01, 0.03, 0.00], [-0.03, 0.00, -0.04], [0.01, -0.06, -0.09], [0.05, 0.01, 0.05], [-0.02, -0.03, 0.00], [0.00, 0.00, 0.00], [0.02, -0.03, -0.01], [0.00, -0.02, -0.01], [0.00, -0.04, 0.00], [0.02, -0.03, -0.02], [-0.01, -0.02, -0.03], [0.02, -0.04, 0.03], [0.03, 0.01, 0.00], [0.05, 0.08, -0.11], [0.00, 0.00, 0.03], [-0.03, 0.04, 0.13], [0.05, 0.01, 0.00], [0.05, -0.02, 0.03], [-0.02, 0.00, 0.02], [0.00, -0.01, 0.01]]
}

{
  "formula": "C22H29N3O2S",
  "method": "ωB97M-V/def2-TZVPD",
  "lumo_ha": -0.065,
  "homo_ev": -6.08,
  "homo_lumo_gap_ev": 4.303,
  "charge": 0,
  "de_lowest_kj_mol": 424.74,
  "symbols": ["S", "O", "O", "N", "N", "N", "C", "C", "C", "C", "C", "C", "C", "C", "C", "C", "C", "C", "C", "C", "C", "C", "C", "C", "C", "C", "C", "C", "H", "H", "H", "H", "H", "H", "H", "H", "H", "H", "H", "H", "H", "H", "H", "H", "H", "H", "H", "H", "H", "H", "H", "H", "H", "H", "H", "H", "H"],
  "positions_angstrom": [[3.861, 0.020, 0.979], [3.669, -0.242, 2.409], [3.666, 1.411, 0.569], [-2.293, -4.052, -2.797], [3.281, -1.067, 0.013], [-0.106, 5.056, 0.881], [-1.787, -0.960, -0.863], [-2.284, -1.824, -1.822], [-0.010, 3.693, 0.876], [-0.857, -1.412, 0.134], [-2.543, -3.606, -4.154], [-0.006, 0.846, 0.911], [0.294, 1.605, 2.082], [-1.288, -3.710, -0.624], [-0.146, 1.578, -0.309], [0.014, 5.176, 3.334], [-0.169, 2.952, -0.320], [-0.123, -0.566, 1.001], [-2.135, -5.979, -1.271], [0.534, 3.743, 3.357], [0.345, 5.844, 2.010], [-1.109, -5.187, -0.471], [0.256, 2.986, 2.094], [-0.697, -2.824, 0.258], [5.542, -0.443, 0.562], [-2.171, -5.490, -2.708], [-1.978, -3.209, -1.773], [-0.201, 5.786, -0.369], [-1.038, 5.420, -0.974], [1.443, 5.982, 1.947], [-1.071, 5.189, 3.482], [1.623, 3.768, 3.542], [-0.098, -5.451, -0.824], [-0.137, 6.830, 1.941], [-3.399, -4.165, -4.563], [-1.868, -7.038, -1.271], [-0.347, 6.850, -0.138], [-0.253, 1.034, -1.241], [-1.257, -5.816, -3.242], [-1.158, -5.466, 0.588], [-0.068, -3.193, 1.073], [-2.901, -1.439, -2.634], [0.476, 5.749, 4.142], [-2.105, 0.074, -0.878], [5.664, -0.301, -0.514], [0.088, 3.192, 4.194], [5.679, -1.499, 0.810], [-3.029, -5.924, -3.242], [0.531, 1.045, 2.991], [-3.131, -5.885, -0.825], [2.263, -1.031, -0.078], [0.350, -1.046, 1.865], [6.240, 0.183, 1.115], [-0.318, 3.477, -1.267], [-1.681, -3.811, -4.810], [-2.767, -2.540, -4.205], [0.714, 5.686, -0.976]],
  "atomic_forces_ev_per_a": [[0.61, -1.65, -1.27], [-0.23, 0.49, 0.09], [-0.24, 0.25, 0.39], [-0.23, 0.48, 0.06], [-1.19, 0.01, 0.02], [-0.03, -0.44, -0.40], [0.43, -0.58, -0.21], [0.23, 0.38, 0.33], [-0.03, 0.06, 0.49], [-0.26, -0.17, -0.25], [-0.32, 0.08, -0.28], [0.32, -0.07, -0.25], [-0.02, 0.16, -0.24], [0.15, 0.57, 0.27], [-0.46, 0.02, 0.38], [-0.22, -0.03, -0.08], [-0.10, -0.19, -0.38], [-0.38, 0.69, -0.03], [-0.07, 0.06, 0.00], [0.41, -0.01, 0.49], [0.47, 0.08, 0.41], [0.47, -0.47, 0.02], [0.03, -0.52, -0.36], [-0.49, 0.13, -0.36], [0.41, 0.41, 0.31], [0.30, -0.48, 0.03], [0.45, -0.12, -0.07], [0.05, 0.05, -0.32], [0.09, 0.22, 0.18], [-0.33, 0.10, -0.03], [0.08, 0.01, -0.01], [-0.31, -0.12, -0.13], [-0.23, -0.02, 0.12], [0.20, -0.28, 0.07], [0.20, 0.25, 0.12], [-0.10, 0.04, 0.03], [-0.05, -0.40, -0.16], [0.18, 0.14, 0.10], [-0.24, 0.09, 0.14], [0.05, 0.09, -0.19], [-0.16, -0.01, -0.30], [0.08, -0.05, 0.46], [-0.14, -0.03, -0.05], [0.06, -0.03, 0.00], [-0.04, 0.04, 0.25], [0.15, 0.15, -0.06], [-0.08, 0.27, 0.03], [0.21, 0.04, 0.11], [-0.06, 0.32, -0.19], [0.13, 0.04, -0.03], [0.20, 0.22, 0.12], [-0.06, 0.18, -0.23], [0.10, 0.01, 0.05], [0.22, -0.30, 0.38], [-0.12, 0.06, 0.28], [0.07, -0.26, -0.02], [-0.15, 0.04, 0.16]]
}

{
  "formula": "C22H29N3OS2",
  "method": "ωB97M-V/def2-TZVPD",
  "lumo_ha": -0.004,
  "homo_ev": -7.58,
  "homo_lumo_gap_ev": 7.465,
  "charge": 0,
  "de_lowest_kj_mol": 45.65,
  "symbols": ["S", "S", "O", "N", "N", "N", "C", "C", "C", "C", "C", "C", "C", "C", "C", "C", "C", "C", "C", "C", "C", "C", "C", "C", "C", "C", "C", "C", "H", "H", "H", "H", "H", "H", "H", "H", "H", "H", "H", "H", "H", "H", "H", "H", "H", "H", "H", "H", "H", "H", "H", "H", "H", "H", "H", "H", "H"],
  "positions_angstrom": [[0.699, -1.516, 3.469], [0.194, 0.564, 1.762], [-4.508, -0.524, 4.423], [-1.908, -0.664, 3.224], [-2.724, -2.945, -2.509], [4.761, 3.744, -1.923], [3.718, 2.684, -0.013], [-1.250, -0.980, -2.259], [-1.275, -2.715, -0.570], [2.252, 0.779, -0.259], [-2.425, -4.129, -3.303], [0.282, -0.883, -0.405], [-4.134, -2.660, -2.340], [5.820, 3.524, -2.892], [-2.335, -1.668, 4.233], [-0.257, -2.070, 0.080], [-3.852, -1.784, 4.259], [3.990, 2.719, -1.413], [3.448, 1.668, -2.216], [-2.523, 0.657, 3.464], [-0.306, -0.287, -1.523], [1.321, -0.212, 0.451], [-1.764, -2.220, -1.799], [-0.562, -0.629, 2.858], [4.651, 5.102, -1.401], [2.550, 0.761, -1.642], [-4.037, 0.548, 3.599], [2.881, 1.734, 0.537], [6.330, 2.561, -2.743], [-1.610, -0.565, -3.205], [-1.714, -3.606, -0.127], [-4.222, -2.350, 5.129], [-2.009, -1.366, 5.235], [0.105, -2.449, 1.038], [-4.180, -2.285, 3.338], [-2.107, 1.088, 4.388], [-1.543, -4.679, -2.952], [-4.440, -1.932, -3.107], [2.035, 0.087, -2.330], [1.945, -0.957, 0.969], [-1.863, -2.624, 4.005], [5.442, 3.545, -3.923], [-2.263, -3.860, -4.357], [-4.469, 0.463, 2.590], [-4.448, 1.434, 4.105], [3.661, 1.610, -3.295], [6.564, 4.326, -2.801], [-4.325, -2.234, -1.344], [5.652, 5.555, -1.373], [4.204, 5.114, -0.398], [4.173, 3.426, 0.656], [-2.245, 1.301, 2.628], [-3.294, -4.798, -3.281], [2.649, 1.762, 1.606], [-0.057, 0.740, -1.803], [4.005, 5.695, -2.071], [-4.685, -3.601, -2.469]],
  "atomic_forces_ev_per_a": [[-0.93, -1.25, 0.73], [-1.20, 2.55, -0.39], [0.76, 0.12, -0.11], [1.14, 0.20, -0.09], [-0.70, -0.97, -0.24], [0.76, 0.38, 0.15], [0.15, 0.25, -0.49], [-0.74, -0.87, 0.05], [-0.56, 0.05, -0.81], [-0.47, 0.22, 0.18], [0.20, 0.46, -0.09], [-0.12, 0.00, -0.22], [0.47, 0.44, -0.20], [-0.32, -0.18, -0.30], [0.27, 0.37, 0.16], [0.54, -0.20, 0.33], [-0.39, 0.34, -0.31], [-0.41, -0.99, 0.64], [0.11, 0.70, 0.66], [0.03, -0.18, 0.21], [0.25, 0.13, 0.17], [-0.35, -0.88, -0.24], [1.10, 0.49, 0.47], [1.27, -0.48, 0.45], [-0.19, -0.22, -0.21], [-0.03, 0.02, 0.24], [-0.46, -0.30, -0.13], [-0.14, 0.16, -0.05], [-0.23, 0.22, 0.09], [-0.07, -0.14, 0.36], [0.04, 0.02, -0.23], [0.49, -0.08, -0.40], [0.27, 0.11, -0.08], [0.00, -0.07, -0.44], [-0.14, 0.14, 0.03], [0.07, -0.15, -0.12], [-0.16, 0.21, 0.06], [-0.50, -0.12, 0.21], [0.33, -0.03, 0.45], [-0.36, 0.17, -0.04], [-0.09, 0.09, -0.04], [0.12, 0.00, -0.03], [0.10, -0.18, 0.01], [-0.05, -0.05, 0.16], [0.27, -0.09, -0.45], [-0.13, 0.14, 0.65], [-0.17, -0.25, 0.01], [-0.06, -0.14, -0.25], [-0.35, 0.00, 0.15], [0.23, 0.08, -0.42], [-0.19, -0.37, -0.43], [-0.20, 0.08, 0.08], [0.24, -0.02, 0.07], [0.23, -0.03, -0.33], [0.14, -0.44, -0.03], [0.22, 0.08, 0.25], [-0.13, 0.41, 0.13]]
}

{
  "formula": "C22H29N3S",
  "method": "ωB97M-V/def2-TZVPD",
  "lumo_ha": 0.023,
  "homo_ev": -8.04,
  "homo_lumo_gap_ev": 8.659,
  "charge": 0,
  "de_lowest_kj_mol": 0.00,
  "symbols": ["S", "N", "N", "N", "C", "C", "C", "C", "C", "C", "C", "C", "C", "C", "C", "C", "C", "C", "C", "C", "C", "C", "C", "C", "C", "C", "H", "H", "H", "H", "H", "H", "H", "H", "H", "H", "H", "H", "H", "H", "H", "H", "H", "H", "H", "H", "H", "H", "H", "H", "H", "H", "H", "H", "H"],
  "positions_angstrom": [[0.055, 2.712, 0.609], [-2.370, 1.915, 0.125], [2.189, -0.575, 0.147], [-1.165, 0.575, 1.585], [-4.231, -2.572, -0.798], [1.716, -1.872, 2.071], [0.827, -1.039, 0.005], [0.039, 0.015, 2.140], [-1.201, 1.649, 0.776], [5.445, -0.335, -1.281], [4.379, 1.308, 0.097], [-5.666, -0.528, -0.610], [-3.461, 1.073, -0.108], [4.286, 0.206, -0.745], [6.680, 0.214, -0.983], [2.194, 0.626, -1.995], [-3.301, -0.294, -0.328], [-7.216, 1.434, -0.476], [-4.402, -1.100, -0.574], [-4.734, 1.631, -0.175], [2.814, -1.516, 1.058], [2.928, -0.362, -1.083], [5.613, 1.853, 0.399], [0.425, -1.304, 1.457], [-5.843, 0.838, -0.426], [6.767, 1.308, -0.141], [2.865, 0.962, -2.782], [3.154, -2.423, 0.525], [-7.170, 2.511, -0.616], [-4.608, -3.128, 0.060], [3.686, -1.056, 1.526], [-0.109, -0.148, 3.212], [5.382, -1.192, -1.938], [1.647, -2.950, 2.207], [-0.409, -2.008, 1.529], [-2.007, 0.021, 1.664], [0.210, -0.272, -0.463], [7.731, 1.736, 0.093], [0.841, 0.740, 1.988], [-3.184, -2.827, -0.941], [-4.792, -2.893, -1.674], [3.477, 1.726, 0.516], [7.576, -0.216, -1.407], [1.912, -1.421, 3.043], [5.677, 2.709, 1.056], [1.325, 0.165, -2.458], [3.066, -1.320, -1.630], [-2.311, -0.726, -0.354], [-4.852, 2.695, -0.031], [1.873, 1.488, -1.416], [0.756, -1.967, -0.595], [-6.525, -1.154, -0.801], [-7.795, 0.997, -1.287], [-7.744, 1.233, 0.456], [-2.440, 2.859, -0.230]],
  "atomic_forces_ev_per_a": [[0.50, 0.49, -0.13], [-0.15, 0.17, -0.08], [-0.01, -0.10, -0.06], [-0.53, -0.01, -0.33], [-0.02, 0.00, 0.02], [-0.03, -0.03, -0.07], [-0.19, 0.00, 0.01], [0.29, -0.30, 0.13], [-0.03, 0.09, 0.31], [-0.10, -0.01, -0.02], [0.02, -0.01, -0.04], [0.10, 0.06, 0.01], [-0.32, -0.30, 0.03], [0.09, -0.15, -0.04], [0.13, 0.01, -0.02], [0.07, -0.25, 0.01], [0.00, 0.08, -0.03], [-0.01, -0.01, 0.06], [-0.09, 0.06, 0.05], [0.13, -0.08, 0.03], [0.24, -0.10, 0.14], [-0.06, 0.20, -0.13], [-0.01, 0.08, 0.04], [-0.10, 0.16, -0.02], [0.08, -0.07, -0.07], [0.14, 0.01, 0.00], [0.02, 0.00, -0.09], [0.00, 0.06, 0.01], [-0.06, 0.07, -0.01], [0.01, -0.09, 0.02], [0.03, -0.11, -0.03], [0.08, 0.04, -0.05], [-0.03, -0.09, -0.04], [0.03, 0.02, 0.06], [0.02, 0.00, -0.02], [0.05, 0.08, -0.01], [-0.05, -0.03, -0.08], [0.07, 0.03, 0.02], [-0.09, -0.06, 0.14], [0.05, -0.07, -0.02], [-0.01, -0.08, -0.05], [-0.16, 0.06, 0.09], [0.07, -0.03, -0.02], [0.00, -0.02, 0.10], [0.00, 0.07, 0.05], [-0.13, 0.01, -0.05], [0.03, 0.12, 0.13], [0.09, -0.03, -0.02], [-0.02, 0.13, 0.05], [-0.06, 0.11, 0.05], [0.01, 0.03, 0.00], [-0.13, -0.09, -0.04], [-0.07, 0.02, -0.04], [-0.08, 0.03, 0.03], [0.19, -0.17, 0.05]]
}

> What is the formula in the third record?

C22H29N3OS2

> What is the formula in the first record?

C22H29F4N8ORh

> Number 1 is which compound?

C22H29F4N8ORh

> Number 3 is which compound?

C22H29N3OS2